(1)
Formula: C3H3I2N
Source: the Open Molecules 2025 dataset
Level of theory: the ωB97M-V functional and the def2-TZVPD basis

The geometry in XYZ format:
```
9
Properties=species:S:1:pos:R:3:forces:R:3
C -0.555897 -0.127598 -1.385107 -0.506 0.566 -0.875
C 0.936628 0.062417 0.557232 1.783 -1.908 0.321
C -0.466122 -0.056321 0.042940 -1.018 0.573 -0.240
N -0.719213 -0.181658 -2.523888 0.286 -0.015 0.186
I -1.568608 1.909016 0.688152 0.604 -1.557 -0.430
I -1.544484 -1.839585 0.637111 0.242 0.414 0.306
H 1.791016 -0.454624 -0.085257 -2.202 0.378 1.178
H 0.886896 -0.405166 1.594267 0.764 1.166 -1.143
H 1.239788 1.093518 0.474549 0.048 0.384 0.697
```
Forces are in eV/Å.

* LUMO: -0.0516 Eh
* frontier orbital gap: 8.492 eV
* maximum force: 0.0512 Eh/bohr
* charge: 0
* relative energy (zero: lowest compared OMol25 entry of this formula, charge and spin): 48.4 kJ/mol

Atom charges from the Löwdin analysis, given in e for atoms 1 to 5:
1 C -0.497
2 C -0.252
3 C -1.207
4 N 0.175
5 I 0.681

=====

(2)
Formula: C27H38MoN5OS2Si
Source: the Open Molecules 2025 dataset
Level of theory: the ωB97M-V functional and the def2-TZVPD basis

The geometry in XYZ format:
```
75
Properties=species:S:1:pos:R:3:forces:R:3
Mo 0.300462 -0.108518 -0.303946 0.055 0.648 0.154
C -1.213904 -1.958531 -3.003899 0.095 -0.007 -0.108
C 0.223480 -1.556890 -3.099223 0.112 0.013 0.021
N 0.924946 -0.976129 -2.138561 0.093 -0.096 -0.009
C 2.265549 -0.809373 -2.484443 -0.225 0.091 0.421
C 2.558414 -1.216677 -3.732478 0.120 -0.058 -0.289
S 1.162560 -1.864861 -4.476143 0.015 -0.070 -0.186
C 3.111067 -0.370235 -1.377969 -0.371 -0.022 0.043
C 4.445593 -0.223989 -1.273463 0.261 0.029 -0.013
S 4.874129 0.116556 0.347266 0.180 0.010 -0.002
C 3.251929 0.061367 0.837082 0.024 -0.028 0.013
N 2.434708 -0.194129 -0.171088 -0.107 -0.148 0.090
C 2.823611 0.303851 2.248959 0.092 0.011 -0.039
H -1.581727 -1.846623 -1.986512 -0.026 0.005 0.092
H -1.329254 -3.007198 -3.282061 0.019 0.004 0.004
H -1.839956 -1.389367 -3.695339 0.014 0.023 0.018
H 3.510934 -1.200789 -4.243418 -0.070 -0.031 0.036
H 5.193581 -0.323365 -2.046938 -0.017 0.006 0.068
H 3.291243 -0.416019 2.922494 -0.002 -0.014 -0.031
H 1.743296 0.208691 2.349922 -0.061 -0.022 -0.006
H 3.134612 1.293885 2.589835 -0.026 -0.012 -0.028
N -0.999511 1.015196 -1.759802 0.038 -0.212 0.062
C -0.185739 1.773179 -2.777889 -0.114 -0.003 -0.021
C -0.540489 3.243060 -2.766235 -0.062 0.061 0.062
C -0.251176 3.918426 -1.421589 -0.005 -0.063 0.010
C 1.083541 3.525394 -0.802759 -0.008 0.016 -0.058
N 1.016583 2.268362 0.029720 -0.109 -0.303 -0.234
H -1.669544 0.433174 -2.253404 -0.046 -0.070 0.024
H -1.571916 1.681533 -1.241520 0.023 0.070 0.005
H -0.358012 1.345160 -3.763493 -0.038 -0.096 0.000
H 0.870219 1.640825 -2.548194 0.068 -0.040 -0.025
H -1.595282 3.370765 -3.024194 0.035 0.025 -0.055
H 0.032095 3.728226 -3.558838 0.024 0.006 0.023
H -1.052731 3.734631 -0.695576 0.014 0.023 -0.033
H -0.249911 4.996518 -1.583073 -0.012 -0.003 0.061
H 1.436227 4.331227 -0.159777 0.034 -0.012 0.045
H 1.842035 3.381041 -1.574101 0.014 -0.031 0.023
H 0.448685 2.497359 0.840424 -0.063 0.099 0.069
H 1.952373 2.129221 0.397576 0.030 0.058 0.035
C 1.850018 -3.530036 2.189268 -0.044 -0.092 0.143
Si 0.831647 -3.368400 0.644131 0.101 0.113 -0.030
C 1.993024 -3.518566 -0.794191 -0.019 0.091 -0.200
C -0.531758 -4.567482 0.290274 -0.168 -0.155 0.115
N 0.003112 -1.672460 0.796447 -0.081 0.139 -0.423
C -0.928287 -1.585588 1.871854 0.047 -0.025 0.023
C -1.227382 -2.616846 2.771715 0.149 -0.036 -0.065
C -2.168347 -2.436970 3.765455 -0.092 0.085 0.080
C -2.837441 -1.225242 3.893385 0.010 -0.025 -0.014
C -2.553759 -0.176710 3.027660 -0.122 0.039 0.148
C -1.606208 -0.385868 2.055291 0.126 -0.008 -0.178
O -1.214630 0.608148 1.121797 -0.165 -0.085 0.110
C -2.006440 1.804887 1.138756 0.190 -0.064 0.122
C -1.616595 2.832775 1.972028 0.086 0.075 0.088
C -2.393460 3.985511 2.006196 0.013 0.034 0.018
C -3.535027 4.080267 1.218971 -0.025 -0.016 -0.024
C -3.915549 3.017509 0.405837 -0.008 0.068 -0.003
C -3.152148 1.855156 0.372437 -0.104 -0.050 -0.064
H 2.735599 -4.132390 1.969569 -0.025 0.062 0.010
H 1.334306 -4.012369 3.019724 0.044 0.025 -0.003
H 2.182084 -2.548724 2.539129 0.023 -0.059 0.002
H 2.455921 -4.502844 -0.649403 -0.060 0.057 0.001
H 2.809741 -2.801688 -0.840217 0.033 -0.039 0.030
H 1.476322 -3.559838 -1.756238 0.100 -0.003 0.030
H -0.072726 -5.509595 -0.028386 -0.049 0.059 0.001
H -1.143595 -4.205565 -0.542469 0.029 -0.046 0.029
H -1.201592 -4.793148 1.120722 0.048 -0.016 -0.150
H -0.729157 -3.570673 2.706575 -0.038 0.085 0.030
H -2.382637 -3.250490 4.446290 -0.003 0.037 -0.025
H -3.581812 -1.088429 4.667152 0.041 -0.008 -0.023
H -3.066694 0.769369 3.128603 0.012 -0.022 -0.011
H -0.752160 2.725243 2.620795 -0.056 -0.004 -0.007
H -2.113263 4.798959 2.664912 -0.029 -0.041 -0.049
H -4.145506 4.974050 1.259523 0.043 -0.044 -0.022
H -4.817835 3.081869 -0.190015 0.028 -0.005 0.055
H -3.470483 0.991227 -0.200930 -0.029 0.017 0.014
```
Forces are in eV/Å.

* spin multiplicity: 3
* LUMO (alpha / beta): -0.3570 / -0.3588 Eh
* frontier orbital gap (alpha / beta): 7.123 / 7.062 eV
* maximum force: 0.0130 Eh/bohr
* charge: +3

Atom charges from the Löwdin analysis, given in e for atoms 1 to 5:
1 Mo 1.717
2 C -0.051
3 C -0.623
4 N -0.121
5 C -0.340

=====

(3)
Formula: C49H81F3N7O4P3S
Source: the Open Molecules 2025 dataset
Level of theory: the ωB97M-V functional and the def2-TZVPD basis

The geometry in XYZ format:
```
148
Properties=species:S:1:pos:R:3:forces:R:3
C 10.626820 -2.396083 3.004929 0.064 0.506 -0.360
C 9.673751 -1.365828 2.346105 0.032 -0.930 0.322
C 8.185518 -1.700175 2.614556 0.402 0.921 -0.165
C 7.545497 -0.659201 3.558797 -0.466 -0.588 -0.869
C 6.997504 0.520785 2.743990 0.326 0.139 0.872
C 6.225992 1.529946 3.627384 -0.121 -0.276 -0.664
C 4.695874 1.466761 3.406898 0.126 0.357 -0.035
C 4.015125 2.855339 3.310685 -0.173 -0.691 1.103
C 2.758745 2.974518 4.207149 -0.069 0.802 -0.808
C 1.418899 2.742619 3.462573 0.270 0.037 0.665
C 0.378791 3.863317 3.721492 0.189 -0.950 -0.296
C -1.017560 3.275513 3.931924 0.010 0.428 0.141
C -2.103068 4.340622 4.186791 0.064 0.327 -0.100
C -3.225251 4.372359 3.143322 0.576 -0.206 -0.398
C -3.909469 3.012047 2.883880 -0.655 0.230 -0.060
C -5.284246 2.900544 3.499943 0.202 -0.385 0.358
C -5.393099 2.321905 4.770176 -0.161 0.003 0.175
C -6.616418 2.181789 5.408125 0.228 0.427 -0.317
C -7.747426 2.634022 4.742460 -0.550 -0.409 -0.010
C -7.675546 3.186039 3.472080 0.074 -0.470 0.288
C -6.440088 3.318740 2.854608 0.098 0.336 -0.204
C -8.956190 3.612378 2.842366 0.263 0.030 0.232
O -8.972280 4.551480 2.090835 -0.098 0.196 -0.340
C -10.191158 2.818835 3.224501 0.286 0.048 -0.288
C -11.219660 2.644325 2.279771 0.139 -0.047 0.410
N -11.073647 3.218502 1.009041 -0.460 -0.304 0.218
C -12.336283 1.897157 2.681256 0.539 0.184 -0.687
P -13.702169 1.662885 1.489340 -1.398 0.460 1.239
S -15.289103 2.725377 1.915968 0.220 0.166 -0.297
C -12.415369 1.337371 3.965533 -1.060 -0.190 0.012
C -13.684355 0.564712 4.296610 0.352 -0.659 0.671
C -13.482538 -0.945576 4.200189 0.383 0.216 -0.394
C -12.540752 -1.470868 3.319868 -0.122 -0.566 -0.073
C -12.366458 -2.847722 3.219659 0.089 -0.114 -0.144
C -13.115771 -3.726092 3.985452 0.017 0.349 0.038
C -14.033657 -3.201781 4.889600 0.193 -0.329 -0.258
C -14.207318 -1.832544 4.986946 -0.401 0.121 0.186
C -11.381205 1.484811 4.888493 0.431 0.273 -0.578
C -11.380881 0.881881 6.282581 -0.078 0.661 0.359
F -10.216120 0.293688 6.581265 0.136 -0.206 -0.196
F -12.327243 -0.031009 6.513780 -0.027 -0.218 -0.112
F -11.582886 1.858128 7.184569 -0.194 -0.056 0.121
C -10.267173 2.253727 4.495227 0.070 -0.107 0.055
C -9.085127 2.544083 5.400931 0.505 0.056 -0.175
O -9.164951 2.738955 6.582533 -0.333 0.006 0.384
H 10.973186 -3.108601 2.255784 -0.047 -0.174 0.144
H 11.510048 -1.891092 3.398512 0.045 -0.146 0.074
H 10.137511 -2.938420 3.812748 0.058 0.020 0.060
H 9.866542 -1.376227 1.273291 0.042 0.234 0.001
H 9.917902 -0.375828 2.733115 -0.154 0.102 -0.142
H 7.655400 -1.633648 1.661615 -0.179 -0.251 0.076
H 8.080910 -2.716930 2.992790 0.035 -0.007 0.017
H 8.281165 -0.309601 4.285474 -0.143 -0.078 0.210
H 6.697751 -1.139275 4.057252 0.099 0.156 0.318
H 6.335407 0.124153 1.973999 0.108 0.108 -0.162
H 7.847453 1.024257 2.274302 -0.096 -0.055 -0.227
H 6.584716 2.539786 3.418547 -0.047 0.015 0.022
H 6.450409 1.317698 4.675313 0.024 0.153 0.027
H 4.460515 0.924744 2.488918 0.146 -0.168 0.064
H 4.271538 0.897807 4.236986 -0.200 0.014 -0.089
H 3.740029 3.050862 2.274219 0.126 0.245 0.004
H 4.710694 3.618591 3.663438 0.134 0.006 -0.267
H 2.843963 2.343589 5.092510 0.024 -0.082 -0.051
H 2.746422 4.006141 4.572438 -0.062 -0.039 0.091
H 1.616209 2.680059 2.391481 -0.057 -0.144 -0.012
H 1.017464 1.778776 3.786676 -0.135 -0.002 -0.177
H 0.685192 4.428957 4.602033 -0.118 0.196 -0.068
H 0.396721 4.497117 2.831508 -0.170 0.386 0.266
H -1.262216 2.678452 3.050088 -0.041 -0.112 0.089
H -0.953767 2.609399 4.795964 -0.073 -0.201 -0.152
H -2.508347 4.268212 5.199068 -0.049 -0.163 -0.031
H -1.610238 5.317315 4.142078 -0.097 0.042 0.120
H -2.760931 4.677828 2.199675 0.006 0.030 0.020
H -3.946607 5.158740 3.370475 -0.121 -0.138 0.114
H -3.999901 2.860134 1.806238 -0.002 -0.042 0.022
H -3.317032 2.185190 3.273247 0.157 0.073 -0.051
H -4.497533 1.976141 5.273958 0.029 -0.014 -0.070
H -6.694382 1.754850 6.398022 -0.054 0.003 0.006
H -6.376509 3.762793 1.867240 -0.066 0.004 0.009
H -10.380904 2.755562 0.438665 0.152 0.318 -0.058
H -11.941571 3.347023 0.517702 0.083 0.000 -0.158
H -13.230429 1.918921 0.194449 0.288 -0.540 0.105
H -14.053560 0.304062 1.602789 0.619 -0.073 -0.466
H -14.535385 0.864074 3.688564 0.102 0.196 -0.070
H -13.960166 0.796562 5.323297 -0.204 0.055 -0.074
H -11.932863 -0.859018 2.664998 -0.031 0.249 0.176
H -11.629018 -3.234060 2.525996 -0.029 -0.003 -0.013
H -12.989183 -4.794514 3.878053 0.036 -0.012 0.064
H -14.593949 -3.896821 5.501365 -0.147 0.199 0.096
H -14.940909 -1.443358 5.685131 0.067 0.037 0.025
O 4.331754 -0.233603 -0.468866 2.850 0.119 -1.341
P 3.921365 -0.315444 -1.917405 -5.780 -0.262 0.294
N 2.955720 1.111841 -2.049753 -0.430 0.105 -0.535
C 1.564209 1.209985 -1.663726 -0.093 -0.286 0.190
C 3.689052 2.340787 -1.808400 0.620 -0.084 0.061
N 3.062664 -1.792862 -1.859351 0.336 -0.348 0.696
C 1.719982 -2.008759 -2.349053 0.062 -0.087 -0.699
C 3.315880 -2.655130 -0.708033 -0.047 0.186 0.303
N 4.042424 -0.483184 -3.675429 2.593 0.361 0.484
C 5.425488 -0.783652 -4.094654 0.020 -0.462 0.026
C 3.433409 0.416918 -4.642213 -0.161 0.546 0.116
H 1.114012 2.078631 -2.153391 0.120 0.112 0.113
H 1.420245 1.299490 -0.577483 -0.073 0.024 -0.008
H 0.984716 0.360752 -2.018488 0.122 -0.078 0.096
H 4.468477 2.482491 -2.569849 0.007 -0.027 0.060
H 4.185039 2.348885 -0.829598 -0.052 0.025 0.015
H 3.038821 3.214356 -1.857541 -0.165 -0.135 -0.111
H 0.964724 -1.685249 -1.622291 -0.015 -0.034 -0.012
H 1.555871 -3.072862 -2.540880 0.071 -0.013 0.059
H 1.540705 -1.507856 -3.300835 0.084 0.178 0.055
H 2.758009 -2.328014 0.178596 0.069 -0.069 0.066
H 4.373185 -2.677624 -0.461920 -0.030 0.117 0.071
H 3.020486 -3.681245 -0.939713 -0.117 0.079 -0.168
H 6.069560 0.097984 -4.006221 0.068 -0.024 -0.125
H 5.462884 -1.139586 -5.125920 -0.127 0.019 0.003
H 5.848615 -1.575250 -3.467277 -0.064 0.052 0.061
H 3.855105 1.427857 -4.628399 -0.060 0.033 -0.053
H 2.356558 0.481203 -4.503604 0.050 0.075 0.193
H 3.592667 0.002978 -5.641643 0.192 -0.144 0.118
O 5.858405 -2.465297 -7.907665 -2.365 -1.551 -1.964
P 6.771190 -3.406597 -8.671888 5.525 1.925 3.109
N 7.295688 -4.408685 -7.364628 0.435 -0.647 -0.115
C 8.314548 -4.047605 -6.401452 0.062 0.393 -0.032
C 6.239267 -5.216133 -6.781380 -0.523 0.017 -0.324
N 7.876522 -2.195867 -9.182188 -0.452 0.869 -0.125
C 9.304779 -2.201675 -8.957325 0.246 -0.414 -0.554
C 7.387078 -0.820293 -9.190257 -0.091 0.072 0.326
N 7.563351 -4.454994 -9.877490 -2.539 -0.847 -0.874
C 6.673563 -4.728013 -11.022353 0.119 0.426 -0.220
C 8.318817 -5.658066 -9.561716 -0.148 -0.341 0.507
H 8.687687 -4.953467 -5.915214 -0.190 -0.024 0.077
H 7.955559 -3.352059 -5.630312 0.060 -0.013 0.044
H 9.187490 -3.609979 -6.879788 -0.118 0.120 -0.066
H 5.848929 -5.932947 -7.517533 -0.020 0.053 0.007
H 5.392115 -4.612025 -6.434200 0.029 0.002 0.062
H 6.598808 -5.799733 -5.934074 0.217 0.042 -0.070
H 9.559474 -1.835091 -7.955459 0.019 0.015 -0.005
H 9.802805 -1.550339 -9.681081 -0.068 0.047 0.000
H 9.743913 -3.188761 -9.100741 -0.130 -0.093 0.111
H 7.404583 -0.374584 -8.187261 -0.075 0.092 -0.032
H 6.372637 -0.768556 -9.573547 -0.030 -0.020 0.130
H 8.008154 -0.207960 -9.848404 0.159 -0.151 0.011
H 5.872212 -5.425584 -10.758190 0.031 -0.089 -0.115
H 7.230545 -5.140900 -11.864395 0.074 -0.001 0.066
H 6.211323 -3.796657 -11.364908 0.006 0.006 0.074
H 7.708396 -6.462600 -9.138218 0.077 -0.060 0.020
H 9.141806 -5.444999 -8.883752 -0.155 0.066 0.144
H 8.768931 -6.033053 -10.485434 -0.178 0.152 -0.125
```
Forces are in eV/Å.

* LUMO: -0.0333 Eh
* frontier orbital gap: 7.364 eV
* maximum force: 0.1288 Eh/bohr
* charge: 0

Atom charges from the Löwdin analysis, given in e for atoms 1 to 5:
1 C -0.111
2 C -0.252
3 C -0.215
4 C -0.220
5 C -0.209

=====

(4)
Formula: C3H4O
Source: the Open Molecules 2025 dataset
Level of theory: the ωB97M-V functional and the def2-TZVPD basis

The geometry in XYZ format:
```
8
Properties=species:S:1:pos:R:3:forces:R:3
C -0.079546 0.168899 0.327237 2.624 -1.103 -3.735
C -1.268950 0.208831 0.751222 -2.881 -2.425 -2.322
C 1.118465 -0.092852 -0.623485 -1.029 0.817 1.085
O 0.255766 -0.524545 -1.525559 -1.219 -0.523 1.304
H -2.218920 -0.323161 0.390159 1.658 1.216 0.053
H -1.247288 0.407186 1.736512 -0.384 1.220 3.617
H 1.540714 0.823201 -0.888155 0.983 1.979 -0.278
H 1.899759 -0.667561 -0.167931 0.249 -1.182 0.277
```
Forces are in eV/Å.

* LUMO (alpha / beta): -0.0064 / -0.0064 Eh
* frontier orbital gap (alpha / beta): 9.371 / 9.372 eV
* maximum force: 0.0913 Eh/bohr
* charge: 0
* relative energy (zero: lowest compared OMol25 entry of this formula, charge and spin): 370.3 kJ/mol

Atom charges from the Löwdin analysis, given in e for atoms 1 to 5:
1 C 0.098
2 C 0.020
3 C -0.376
4 O -0.089
5 H 0.131